1.
{"formula": "C4H9N6", "method": "ωB97M-V with the def2-TZVPD basis set", "de_lowest_kcal_mol": 6.5, "charge": 1, "homo_lumo_gap_ev": 10.06, "multiplicity": 1, "e_tot_ev": -13225.852, "species": ["C", "C", "C", "C", "N", "N", "N", "N", "N", "N", "H", "H", "H", "H", "H", "H", "H", "H", "H"], "positions_angstrom": [[1.3269, 0.3585, -0.9714], [0.5114, 0.4299, 1.0306], [1.7004, -0.2222, 1.1643], [-2.7985, -0.8651, -0.7075], [2.1920, -0.2640, -0.0891], [-2.7459, -1.8862, -0.0634], [0.3387, 0.7958, -0.2751], [2.5046, -0.5405, 2.2252], [-2.7908, 0.2455, -1.1217], [-1.9585, 1.2395, -1.6143], [1.5012, 0.4996, -2.0051], [3.1674, -0.4587, -0.1341], [-0.5751, 1.0258, -0.6504], [2.3481, -0.2390, 3.1200], [3.0956, -1.4191, 2.0638], [-0.1060, 0.6657, 1.8383], [-3.2783, -2.7309, 0.0716], [-2.1005, 1.2823, -2.5493], [-2.3329, 2.0833, -1.3325]], "forces_ev_per_a": [[2.7, -1.1, 0.6], [0.5, -0.5, 1.2], [-0.7, 1.3, 0.7], [0.6, -1.7, 1.2], [-0.2, 0.4, -1.5], [-0.1, -0.3, 0.2], [-0.3, -0.8, 1.8], [1.7, -3.1, -3.6], [-1.1, 1.8, -0.4], [1.1, -2.0, 2.1], [0.0, -0.1, -0.7], [0.6, -0.1, -1.2], [-0.6, 0.7, -1.0], [-0.7, 0.6, 2.3], [-1.3, 1.9, 0.9], [-1.3, 0.5, 0.6], [0.0, 0.3, -0.5], [-0.1, -0.2, -4.0], [-1.1, 2.2, 1.3]], "lowdin_charge": [-0.034, 0.005, -0.334, -0.317, 0.163, 0.167, 0.111, 0.156, 0.032, 0.053, 0.149, 0.168, 0.082, 0.074, 0.160, 0.121, 0.080, 0.074, 0.090]}

***

2.
{"formula": "C4H9NO", "method": "ωB97M-V with the def2-TZVPD basis set", "de_lowest_kcal_mol": 125.3, "homo_lumo_gap_ev": 9.19, "multiplicity": 1, "e_tot_ev": -7826.886, "species": ["C", "C", "N", "C", "O", "C", "H", "H", "H", "H", "H", "H", "H", "H", "H"], "positions_angstrom": [[-1.0946, 1.9615, 0.5425], [0.8003, 1.2544, -0.5035], [0.7047, -0.0598, -0.3827], [-0.2690, -0.6198, 0.2252], [-0.4282, -1.9203, 0.3588], [0.5718, -2.7594, -0.2238], [-1.9416, 1.8460, 1.2361], [-0.4400, 2.7028, 1.0097], [-1.5111, 2.3761, -0.3802], [1.5326, 1.7813, 0.1077], [0.5557, 1.7125, -1.4615], [-0.9230, 0.6413, 0.5639], [0.2604, -3.7860, -0.0293], [1.5433, -2.5573, 0.2373], [0.6387, -2.5731, -1.3001]], "forces_ev_per_a": [[-0.1, 0.2, 0.0], [0.1, 0.0, -0.1], [-0.3, 0.0, 0.2], [0.2, 0.1, -0.1], [0.0, 0.1, 0.0], [0.2, -0.2, -0.1], [0.1, -0.1, -0.1], [-0.1, -0.1, -0.1], [0.1, -0.1, 0.1], [-0.1, -0.1, 0.0], [0.0, -0.1, 0.1], [0.0, 0.1, 0.0], [0.1, 0.1, 0.0], [-0.1, 0.0, -0.1], [0.0, 0.0, 0.1]], "lowdin_charge": [-0.122, -0.067, -0.013, -0.224, -0.086, -0.072, 0.031, 0.021, 0.026, 0.089, 0.091, 0.057, 0.089, 0.091, 0.090]}